No. 1
Entry from the Open Molecules 2025 dataset: 6 unconnected molecules or ions with the total composition C5H22N2O5 at a distorted geometry (ωB97M-V/def2-TZVPD).

Computed properties:
spin multiplicity: 2
Kohn-Sham gap (spin up / spin down): 2.46 / 8.75 eV
HOMO energy (spin up / spin down): 0.73 / -5.68 eV
total energy: -18756.855 eV
total charge: -1

Last column: Mulliken charge in e.
Atoms and positions in Å:
C1 -0.0810 -3.0484 -0.3528  -1.9832
C2 -0.0570 -1.5454 -0.5478  -0.3983
C3 0.6077 -0.7925 0.6442  -0.8136
C4 2.0263 -0.4208 0.0493  0.2042
C5 3.0609 -1.2567 -0.0469  -1.2524
N1 1.9045 0.7390 -0.8045  -0.8385
N2 -1.4486 -0.9693 -0.7010  -0.4018
H1 -0.6004 -3.3549 0.5672  0.4507
H2 -0.4412 -3.5850 -1.2419  0.5739
H3 0.8915 -3.5040 -0.1435  0.4208
H4 0.5527 -1.3849 -1.5127  0.2892
H5 0.1089 0.1021 0.9663  0.0744
H6 0.8807 -1.4926 1.5257  0.4603
H7 4.0095 -1.1457 -0.5929  0.5572
H8 3.2694 -2.1691 0.5236  0.3029
H9 2.6730 0.9249 -1.3802  0.3853
H10 1.4701 1.5564 -0.5031  0.2717
H11 -2.0972 -1.6103 -0.3357  0.2801
H12 -1.6535 -0.9908 -1.6397  0.7654
H13 3.0801 -0.6115 -2.7985  0.3099
H14 3.2010 -2.1376 -2.6047  0.3674
O1 3.5843 -1.3648 -3.0387  -0.6838
H15 0.4674 4.1114 -0.7780  0.4600
H16 -0.6736 4.6888 0.2358  0.3298
O2 0.1525 4.4473 0.0640  -0.9636
H17 -3.9698 1.1357 0.1359  0.3309
H18 -2.6244 0.9357 -0.5392  0.2883
O3 -3.0747 1.5727 0.0427  -0.7628
H19 -2.9331 -0.8727 3.3926  0.3366
H20 -3.6456 -0.0040 2.4368  0.3036
O4 -3.6421 -0.9004 2.7646  -0.7037
H21 -0.5650 2.3584 1.8353  0.3380
H22 -1.6876 1.6424 1.2452  0.2361
O5 -1.5168 2.4028 1.8236  -0.5351



No. 2
Entry from the Open Molecules 2025 dataset: 6 unconnected molecules or ions with the total composition C5H22N2O5 at a distorted geometry (ωB97M-V/def2-TZVPD).

Computed properties:
spin multiplicity: 1
structure (SMILES): C=NCC[C@@H](C)N.O.O.O.O.O
Kohn-Sham gap: 10.47 eV
HOMO energy: -10.07 eV
ΔE to the lowest compared entry with this formula, charge and spin: 131.6 kJ/mol
total energy: -18758.782 eV
total charge: 0

Last column: Mulliken charge in e.
Atoms and positions in Å:
C1 -2.2946 1.5506 -0.3799  -0.3381
N1 -1.2336 0.8892 -0.2833  -0.2459
C2 -0.5252 0.5182 -1.4930  -0.7500
C3 -0.6983 -0.9489 -1.8227  -0.8905
C4 -0.3440 -1.8736 -0.6446  0.9384
C5 -0.8128 -3.3148 -0.7805  -1.4745
N2 1.1288 -1.8405 -0.3399  -0.7159
H1 -2.7959 2.0770 -1.2104  0.2604
H2 -2.8506 1.7670 0.5419  0.2457
H3 0.5334 0.7290 -1.3844  0.0793
H4 -0.8921 1.1511 -2.3165  0.5446
H5 -0.1344 -1.2858 -2.6878  0.3121
H6 -1.7802 -1.1377 -1.9138  0.3547
H7 -0.7205 -1.4186 0.2846  -0.2030
H8 -1.4196 -3.4713 0.1340  0.3517
H9 0.0015 -4.0271 -0.9584  0.3152
H10 -1.6200 -3.6728 -1.4215  0.3823
H11 1.6194 -1.8160 -1.2279  0.2375
H12 1.4913 -2.5672 0.2585  0.2612
O1 2.1014 2.8985 0.6756  -0.6997
H13 2.0780 1.8992 0.7049  0.4581
H14 1.4972 3.1274 1.3964  0.2830
O2 0.2697 -0.2050 3.5514  -0.7101
H15 0.8451 0.0662 2.8131  0.4563
H16 -0.2666 -0.9084 3.1626  0.3117
O3 1.8373 0.2421 1.3684  -0.8244
H17 2.7205 0.1238 1.7409  0.2696
H18 1.6120 -0.4384 0.6613  0.5300
O4 -2.1760 0.2811 2.1671  -0.6826
H19 -1.8431 0.7839 2.9385  0.3440
H20 -1.5444 0.4139 1.4354  0.5671
O5 1.8160 3.5541 -1.9525  -0.6640
H21 1.7019 2.9399 -1.2151  0.3843
H22 2.6986 3.9139 -1.8026  0.3115